(1)
29
Properties=species:S:1:pos:R:3:forces:R:3:lowdin_spin:R:1 method="wB97M-V/def2-TZVPD" homo_energy_ev="-8.70 / -9.52" e_above_lowest_ev=0.0000 orbital_gap_ha="0.3414 / 0.2991" spin_multiplicity=3 lumo_ha="0.0217 / -0.0508"
B -2.9337 0.7927 0.0287 -3.4 -0.1 -1.9 0.098
C -0.2051 -2.5916 0.0839 -0.5 -0.6 1.1 0.082
C 2.3863 1.0282 -1.1491 -1.6 0.1 0.9 0.000
C 3.1789 0.1153 -0.6329 -1.8 0.5 1.5 0.000
C 0.9846 1.2601 -0.6195 -1.9 2.2 -0.2 0.004
C 2.8013 -0.7072 0.6043 0.5 2.2 -1.0 0.020
C -0.6137 0.6046 1.4061 -0.1 0.3 0.8 0.097
C 0.7067 -1.6617 -0.3507 0.5 -0.1 -1.4 0.479
C 0.7371 0.5742 0.7017 2.1 -0.9 1.0 0.057
C 1.3262 -0.8628 0.7122 -1.4 0.7 -0.1 0.064
C -3.4274 -0.4684 -1.0669 3.2 -0.3 2.1 0.057
N -0.8247 -3.2456 0.8305 -0.1 0.0 -0.9 0.277
N -1.7598 0.5891 0.6321 0.9 0.4 0.3 0.628
O -3.7706 1.9770 0.2344 0.1 -1.5 -1.5 0.026
H 2.6504 1.6212 -1.9723 0.6 0.7 -1.1 0.000
H 4.1635 0.0293 -0.9226 2.0 -0.3 -0.9 0.000
H 0.6885 2.3574 -0.3393 1.2 -1.3 -1.0 0.001
H 0.2242 1.0760 -1.4424 0.7 -0.3 1.0 0.001
H 3.2912 -1.5875 0.3605 1.1 -2.1 0.8 0.001
H 3.2187 -0.0919 1.4324 -0.1 -1.1 0.0 0.002
H -0.6548 -0.2985 2.1400 0.1 1.9 -0.6 0.008
H -0.5771 1.6538 1.8873 -0.6 -1.5 0.1 0.060
H 0.9914 -1.4826 -1.3873 -0.3 -0.3 0.2 0.021
H 1.4918 1.0093 1.4434 -1.2 0.2 -0.8 0.003
H 0.8875 -1.2724 1.6066 1.0 -0.4 0.8 0.001
H -4.4057 -0.8458 -0.9544 -1.5 0.2 0.1 0.006
H -2.7971 -1.4267 -0.7318 -0.9 2.1 -1.2 0.000
H -3.2375 -0.1487 -2.1029 0.1 -0.4 0.3 0.003
H -4.5207 2.0028 -0.4320 1.5 -0.2 1.3 0.002

(2)
36
Properties=species:S:1:pos:R:3:forces:R:3:lowdin_spin:R:1 method="wB97M-V/def2-TZVPD" homo_energy_ev="-13.13 / -13.12" total_charge=+1 e_above_lowest_ev=0.0000 orbital_gap_ha="0.3212 / 0.1616" spin_multiplicity=2 lumo_ha="-0.1614 / -0.3204"
N -12.9196 9.1500 11.1084 2.4 -0.6 1.4 0.342
C -11.7199 9.7253 11.1111 -1.5 0.5 -1.3 0.119
C -10.5961 9.1015 11.6221 1.3 -1.7 2.0 0.176
C -10.7278 7.8616 12.2569 -1.8 -0.6 -0.3 -0.009
C -12.0184 7.3184 12.3482 2.4 -0.4 0.2 0.126
C -13.0740 8.0003 11.7961 -2.1 1.6 -2.0 0.160
H -11.4627 10.5681 10.4867 -0.7 0.3 -0.3 0.008
H -9.5952 9.4933 11.5171 -0.1 0.4 -0.4 0.009
H -9.9509 7.2147 12.6369 0.5 0.6 0.0 0.000
H -12.1648 6.3939 12.8870 -0.3 0.0 0.0 0.005
H -14.0962 7.6526 11.8192 -0.1 0.0 0.6 0.009
C -15.8759 10.6496 10.9366 0.4 1.1 -0.2 0.004
Cl -16.6398 12.2764 11.0768 -0.1 -0.9 -0.3 0.004
Cl -16.0525 9.7124 12.4165 0.0 -0.1 0.0 0.005
H -16.2382 10.0707 10.0871 -0.3 0.3 0.2 0.000
H -14.8270 10.9118 10.7975 -0.1 -0.4 0.1 0.003
C -12.7969 14.1730 12.4541 -0.2 -0.5 -0.5 0.001
Cl -14.3842 13.9865 13.2021 0.2 0.6 -0.1 0.001
Cl -12.0041 12.5827 12.5785 0.7 -0.2 0.2 0.007
H -12.8618 14.3189 11.3758 -0.4 0.3 0.3 0.000
H -12.1766 14.9416 12.9153 -0.3 -0.3 0.2 0.000
C -5.8313 10.1844 13.1007 -0.5 0.8 0.3 0.000
Cl -5.8868 11.6507 12.0775 0.2 -0.6 0.3 0.000
Cl -6.9389 8.9135 12.4451 0.7 0.3 0.3 0.001
H -4.8022 9.8628 13.2602 -0.2 -0.4 -0.7 0.000
H -6.2082 10.4859 14.0781 -0.2 -0.2 -0.2 0.000
C -11.0952 3.1892 12.6209 0.6 0.7 -0.6 0.000
Cl -12.4220 2.2764 13.1954 -0.8 -0.4 0.8 0.000
Cl -11.0917 3.0457 10.8172 0.7 0.2 0.6 0.000
H -11.1791 4.2468 12.8713 -0.4 -0.1 -0.2 0.000
H -10.1722 2.8800 13.1114 0.0 -0.5 -0.6 0.000
C -12.3434 5.8996 8.8474 -0.5 0.8 -0.7 0.000
Cl -12.6837 7.5744 8.1120 0.5 -1.2 0.7 0.000
Cl -13.6171 5.4343 9.9524 -0.5 0.0 0.3 0.029
H -12.4027 5.2085 8.0066 0.5 0.2 0.2 0.000
H -11.4291 5.8793 9.4404 0.1 0.2 -0.6 0.000

(3)
55
Properties=species:S:1:pos:R:3:forces:R:3:lowdin_spin:R:1 method="wB97M-V/def2-TZVPD" homo_energy_ev="-10.73 / -10.81" e_above_lowest_ev=1.6646 orbital_gap_ha="0.3964 / 0.3664" spin_multiplicity=3 lumo_ha="0.0021 / -0.0307"
Ni -4.3117 26.1560 -14.0886 -0.1 0.3 0.2 1.759
C -2.2350 22.8059 -13.4630 1.1 0.8 -1.3 0.000
F -1.9036 23.5002 -12.4098 -0.2 0.4 0.7 0.000
F -1.4451 21.7619 -13.5608 0.5 -0.6 -0.1 0.000
F -3.4685 22.3758 -13.4200 -1.0 0.0 0.3 0.000
S -1.9614 23.8179 -15.0611 -1.4 -0.5 0.0 0.001
O -0.5702 23.7097 -15.4013 -0.8 0.7 0.5 0.002
O -2.8945 23.2050 -15.9720 -0.2 0.6 0.3 0.000
N -2.5655 25.4497 -14.6490 1.5 -4.2 -1.3 0.026
S -1.2980 26.3805 -14.7359 0.8 4.2 2.3 0.003
O -1.7693 27.7131 -14.3403 0.0 -1.2 -1.2 0.005
O -0.1782 25.9335 -13.9587 -0.1 -0.3 -1.2 0.008
C -0.9160 26.5333 -16.6247 0.3 -0.8 1.3 0.000
F -1.0863 27.7790 -16.9982 -0.1 0.3 -0.2 0.000
F 0.3270 26.1501 -16.8504 0.1 0.2 -0.1 0.000
F -1.7431 25.7373 -17.3052 -0.1 0.2 -0.2 0.000
C -3.4877 29.4273 -11.7458 -1.0 -0.8 -1.1 0.000
F -2.2154 29.4121 -12.0371 0.7 0.1 0.5 0.000
F -3.7674 30.0954 -10.6629 0.3 0.1 0.5 0.000
F -4.1288 29.9892 -12.7726 -0.2 0.2 -0.1 0.000
S -4.0982 27.6195 -11.5707 0.9 -0.5 0.8 0.004
O -2.9971 26.7249 -11.8276 -0.3 0.3 -1.3 0.020
O -4.6196 27.5070 -10.2420 -0.4 0.3 -0.5 0.006
N -5.2158 27.4041 -12.8386 1.0 1.2 2.0 0.023
S -6.6136 27.8087 -12.1655 -2.8 -1.0 0.8 0.002
O -7.2682 26.6769 -11.5347 0.5 0.6 -0.8 0.000
O -6.5600 29.0250 -11.4098 0.2 0.1 -0.8 0.004
C -7.7497 28.1371 -13.6354 0.9 -0.4 0.6 0.000
F -8.0819 26.9882 -14.2390 0.1 -0.4 -0.2 0.000
F -8.8545 28.6738 -13.1801 -0.2 0.4 0.1 0.000
F -7.1661 28.9151 -14.5360 0.0 0.4 -0.2 0.000
C -4.1041 29.0821 -15.9485 0.6 0.6 1.0 0.002
O -4.3151 27.6903 -15.8092 -0.9 -0.6 -1.0 0.026
C -5.2120 27.2076 -16.8698 1.7 1.0 0.8 0.001
C -5.2304 25.7064 -16.7444 -0.8 0.4 -1.1 0.004
N -5.6829 25.4167 -15.3824 -1.3 -0.9 -0.3 0.053
C -5.9834 24.0149 -15.0621 1.4 -1.5 1.7 0.004
C -6.1786 23.8996 -13.5418 -1.3 0.7 0.2 0.002
O -5.1323 24.5774 -12.8498 0.4 -0.7 -1.0 0.032
C -5.0255 24.2076 -11.4956 0.8 1.1 2.0 0.003
H -3.5575 29.3543 -16.8548 -0.1 -0.3 -0.2 0.001
H -3.4833 29.3618 -15.0985 0.0 0.1 -0.1 0.000
H -5.0324 29.6575 -15.8875 -0.1 -0.2 -0.1 0.000
H -4.7799 27.5687 -17.8049 0.0 -0.4 -0.2 0.000
H -6.1550 27.7464 -16.7524 -0.4 -0.5 0.1 0.000
H -4.2700 25.2645 -16.9966 0.1 0.0 0.5 0.000
H -5.9410 25.3482 -17.5010 0.0 -0.3 0.2 0.002
H -6.6441 25.7657 -15.3466 0.5 0.9 0.3 0.001
H -5.1281 23.3524 -15.2030 0.2 0.4 -0.8 0.000
H -6.8486 23.5704 -15.5545 0.0 0.3 -0.3 0.002
H -6.2533 22.8614 -13.2145 0.3 -0.1 -0.2 0.000
H -7.1243 24.3683 -13.2292 0.0 0.1 0.0 0.000
H -4.9070 23.1472 -11.2791 -0.4 -0.2 -0.6 0.001
H -5.7844 24.6906 -10.8708 -0.6 -0.5 -0.4 0.000
H -4.1372 24.6741 -11.0572 0.2 -0.1 -0.6 0.000

(4)
27
Properties=species:S:1:pos:R:3:forces:R:3:lowdin_charge:R:1 method="wB97M-V/def2-TZVPD" homo_energy_ev=-13.17 total_charge=+1 e_above_lowest_ev=1.1273 orbital_gap_ha=0.3009 spin_multiplicity=1 lumo_ha=-0.1831
C 0.6651 -2.8501 -0.9792 -0.1 2.8 1.4 0.357
C -0.0138 0.4562 1.9188 0.3 4.1 2.5 -0.057
C 0.5999 -0.5485 1.4224 2.3 -2.7 -3.0 -0.323
C -0.4785 1.7191 1.2477 0.2 -1.7 -3.0 -0.115
C 0.2269 1.9123 -0.1647 -0.4 -3.5 2.2 -0.087
C 0.9844 -0.5800 -0.0957 -0.6 4.1 2.0 -0.689
C 0.1051 0.5016 -0.9108 1.5 2.2 0.3 -0.508
C 1.1258 -1.7278 2.1491 -1.5 0.1 1.5 -0.067
C -1.3050 0.0281 -0.9363 -0.4 -2.1 1.9 -0.054
C 0.5878 0.6502 -2.3457 0.9 0.0 -1.8 -0.079
N 0.7461 -1.8241 -0.5050 -0.2 -2.7 -2.3 0.070
I 3.1578 -0.3640 -0.2177 -0.3 0.2 -0.1 1.079
H 0.6940 -3.7690 -1.3678 -0.1 -3.3 -1.4 0.111
H 0.1138 0.6555 2.9968 -0.8 -1.0 -0.2 0.148
H -1.5375 1.4370 1.0175 0.4 1.4 0.5 0.123
H -0.2666 2.5893 1.8135 -0.6 0.6 0.9 0.108
H -0.1226 2.7664 -0.6494 -1.3 0.9 -1.4 0.101
H 1.2525 2.1516 -0.0350 1.2 -0.1 0.4 0.085
H 0.9074 -2.7073 1.7601 -1.1 -0.3 -0.3 0.073
H 0.6493 -1.6221 3.1268 0.5 -0.6 0.2 0.105
H 2.1635 -1.8563 2.2331 1.7 0.8 0.3 0.043
H -1.3533 -0.8293 -1.5692 -0.3 -0.5 -0.9 0.070
H -1.9029 0.7861 -1.3251 -1.3 1.2 -0.7 0.093
H -1.7499 -0.3825 0.0236 0.7 0.9 -0.8 0.126
H 0.2993 -0.3594 -2.8263 0.4 2.0 -0.2 0.105
H 1.6929 0.7784 -2.4530 -0.6 -0.5 0.5 0.039
H 0.3167 1.6423 -2.9299 -0.6 -2.3 1.2 0.144

(5)
26
Properties=species:S:1:pos:R:3:forces:R:3:lowdin_charge:R:1 method="wB97M-V/def2-TZVPD" homo_energy_ev=-9.20 smiles=c1ccncc1.C1CCCC1 e_above_lowest_ev=2.1902 orbital_gap_ha=0.3663 spin_multiplicity=1 lumo_ha=0.0283
C 2.0157 0.8766 0.6616 -1.1 -2.1 0.9 -0.094
C 1.4439 -0.3810 0.3887 2.7 -0.1 -0.3 -0.135
C 2.1754 -1.3273 -0.2996 2.2 -0.7 0.6 -0.126
N 3.4717 -1.1161 -0.7180 -0.4 2.6 1.2 0.055
C 3.9908 0.1260 -0.3565 -1.4 -2.3 -0.4 -0.124
C 3.3134 1.0851 0.4015 1.8 0.8 -1.4 -0.090
H 1.4512 1.5323 1.2710 -0.5 0.9 0.3 0.106
H 0.4563 -0.6011 0.6766 1.8 -0.3 0.4 -0.018
H 1.8981 -2.4107 -0.3130 -0.3 1.1 -0.5 0.119
H 4.9934 0.3398 -0.6473 0.6 -0.2 -0.3 0.084
H 3.8096 2.0465 0.6019 -0.2 -0.6 0.1 0.114
C -0.7210 0.3831 -0.3950 -0.7 0.4 -1.0 -0.216
C -1.1537 -0.7621 0.6016 -1.5 0.4 -0.3 -0.205
C -2.6712 -0.6685 0.7172 -0.8 -1.1 0.2 -0.207
C -3.0810 -0.0172 -0.5783 -0.4 -0.9 -1.0 -0.231
C -2.0133 1.0358 -0.7951 -1.1 1.6 -1.5 -0.222
H 0.0057 1.1246 0.0049 -1.2 -0.6 -0.5 0.090
H -0.2799 -0.0338 -1.3397 -0.1 0.2 1.1 0.139
H -0.6746 -0.5861 1.5550 -0.5 -0.4 0.5 0.111
H -0.8780 -1.7472 0.1953 0.1 0.3 0.3 0.131
H -3.0251 -0.0806 1.5685 0.3 0.1 0.0 0.111
H -3.1637 -1.6666 0.8131 0.5 0.6 0.1 0.119
H -4.1015 0.3736 -0.5377 0.1 -0.1 -0.3 0.107
H -3.0125 -0.8154 -1.3907 -0.2 1.0 0.8 0.135
H -2.2770 1.9511 -0.1980 0.4 -0.7 -0.4 0.124
H -1.9727 1.3391 -1.8881 -0.1 0.0 1.3 0.125

(6)
26
Properties=species:S:1:pos:R:3:forces:R:3:lowdin_charge:R:1 method="wB97M-V/def2-TZVPD" homo_energy_ev=-9.50 smiles=c1ccncc1.C1CCCC1 e_above_lowest_ev=2.8167 orbital_gap_ha=0.3769 spin_multiplicity=1 lumo_ha=0.0278
C -4.3072 1.3515 0.2174 -1.5 -0.4 -0.7 -0.090
C -3.1212 0.9775 -0.3627 3.4 2.1 -1.9 -0.125
C -2.6614 -0.3454 -0.6295 -2.7 1.6 2.0 -0.141
N -3.3914 -1.3816 -0.2206 0.8 0.5 -0.4 0.043
C -4.5821 -1.0825 0.3005 -0.8 -0.2 0.0 -0.171
C -5.1462 0.1969 0.4145 1.0 1.9 1.3 -0.071
H -4.6435 2.4915 0.3779 0.8 -3.0 -0.3 0.152
H -2.3674 1.7908 -0.7415 -1.5 -1.4 1.0 0.126
H -1.6704 -0.4307 -0.9651 1.0 -0.6 -0.7 0.082
H -5.0755 -1.9906 0.6527 -0.5 0.5 -0.1 0.102
H -6.0889 0.4629 0.8914 -0.1 -1.0 -0.2 0.092
C 3.8338 1.0038 -0.8109 -2.9 2.2 -0.5 -0.234
C 3.8422 -0.5529 -1.1384 -1.5 2.6 2.8 -0.160
C 4.3560 -1.2091 0.1702 0.7 -2.2 -1.3 -0.238
C 4.1037 -0.2748 1.3213 -2.2 -0.9 2.5 -0.268
C 4.0752 1.1207 0.7088 4.8 -1.0 -1.9 -0.211
H 4.5940 1.5969 -1.3442 -0.1 -0.6 0.1 0.080
H 2.8886 1.7348 -1.0272 1.3 -2.5 -0.1 0.130
H 4.4629 -0.7391 -1.9207 1.7 -0.6 -2.3 0.059
H 2.8365 -0.7916 -1.4225 -0.5 -0.6 0.1 0.092
H 5.4470 -1.4247 0.0485 -0.6 0.5 0.1 0.111
H 3.9608 -2.2742 0.2635 0.1 1.5 0.2 0.121
H 4.9471 -0.3166 2.0678 -1.1 -0.2 -0.5 0.108
H 3.1017 -0.6545 1.8765 2.1 1.2 -1.1 0.143
H 5.2847 1.0951 0.3941 -2.2 1.2 2.4 0.159
H 3.7052 2.0073 1.2466 0.4 -0.6 -0.2 0.106

(7)
30
Properties=species:S:1:pos:R:3:forces:R:3:lowdin_charge:R:1 method="wB97M-V/def2-TZVPD" homo_energy_ev="-8.30 / -9.09" e_above_lowest_ev=1.1657 orbital_gap_ha="0.2912 / 0.2995" spin_multiplicity=1 lumo_ha="-0.0139 / -0.0346"
C 3.6223 1.6367 0.3590 0.0 0.0 0.0 -0.087
C 2.7822 1.4071 1.4388 0.0 0.0 0.0 -0.071
C 3.1702 1.4044 -0.9297 0.1 0.0 0.0 -0.079
C 1.4978 0.9387 1.2300 -0.1 -0.1 -0.1 -0.026
C 1.8860 0.9331 -1.1409 -0.1 -0.1 0.2 -0.034
C 1.0446 0.6896 -0.0618 0.0 0.3 -0.2 -0.201
C -0.3595 0.1945 -0.2881 0.5 -1.0 -0.1 -0.324
C -0.5366 -1.2679 0.2748 1.0 0.7 0.1 -0.403
C 0.6190 -2.1239 -0.2797 -0.3 -0.1 0.3 -0.026
C -2.5697 -2.4384 0.8038 -0.3 -0.2 0.4 -0.160
N -1.7546 -1.8131 -0.1685 -0.5 0.6 -0.8 0.010
N -2.8307 1.8353 -1.5699 0.0 -0.3 0.5 -0.082
O -3.4743 2.0844 0.9583 -0.6 0.4 0.5 -0.333
O -1.2099 1.1051 0.3501 -1.0 0.3 0.4 -0.222
P -2.7959 1.2020 0.0148 1.1 -0.3 -0.8 0.640
H 4.6269 1.9985 0.5204 0.1 0.0 0.0 0.101
H 3.1271 1.5919 2.4470 0.0 0.0 0.0 0.104
H 3.8188 1.5924 -1.7741 0.0 0.0 0.0 0.103
H 0.8342 0.7726 2.0670 0.0 0.0 0.1 0.120
H 1.5405 0.7529 -2.1491 -0.1 0.0 -0.1 0.114
H -0.5822 0.1559 -1.3615 0.1 -0.1 0.0 0.135
H -0.4555 -1.2088 1.3763 0.0 0.0 -0.2 0.143
H 0.4872 -3.1533 0.0459 0.0 -0.1 0.0 0.078
H 1.5734 -1.7537 0.0852 0.0 0.0 0.0 0.080
H 0.6110 -2.0952 -1.3660 0.0 0.0 -0.1 0.086
H -2.1946 -3.4601 0.9726 0.0 0.0 0.0 0.094
H -2.5710 -1.9336 1.7820 0.0 0.0 -0.1 0.086
H -3.5871 -2.5198 0.4194 0.0 -0.1 0.1 0.074
H -3.7204 2.2841 -1.7450 0.0 0.0 -0.1 0.044
H -2.5990 1.1884 -2.3112 0.0 -0.1 0.0 0.037

(8)
28
Properties=species:S:1:pos:R:3:forces:R:3:lowdin_charge:R:1 method="wB97M-V/def2-TZVPD" homo_energy_ev=-12.84 total_charge=+1 e_above_lowest_ev=4.7043 orbital_gap_ha=0.3265 spin_multiplicity=1 lumo_ha=-0.1453
C -2.4540 0.6372 -1.5883 -1.3 1.6 -1.1 -0.108
C -2.3243 1.7555 -2.3564 2.5 -1.5 1.6 -0.290
C -1.1841 0.1541 -1.3085 2.4 -0.8 0.3 -0.321
C 0.0218 0.7985 -1.8278 -2.2 -0.1 0.7 -0.296
C 1.4956 0.8507 1.6640 -1.2 -0.1 -1.5 -0.135
C -0.9110 0.6620 1.1090 1.1 4.9 -0.6 -0.086
C 1.8324 -0.1518 0.4548 -0.7 0.4 2.8 -0.034
C -0.5516 -0.0568 -0.0926 -0.2 0.1 -1.9 -0.165
C 0.2127 -1.8950 1.1816 1.7 0.0 -0.2 0.035
C 0.9007 -1.7568 -1.0992 1.0 -1.0 -2.5 -0.032
N 0.2311 1.5922 1.4545 0.7 -2.7 1.5 -0.007
N 0.5929 -0.9691 0.0687 -0.1 -0.1 2.4 -0.282
S -0.6269 2.2387 -2.4960 -0.6 -0.6 -0.3 1.021
H -3.4592 0.3485 -1.2778 0.6 -0.5 0.1 0.135
H -3.1392 2.2914 -2.6329 -2.0 1.9 -1.3 0.047
H 1.4850 0.3382 2.6252 0.1 0.0 0.0 0.114
H 2.2360 1.6363 1.6616 0.7 -0.2 0.2 0.124
H -1.7060 1.4239 1.0184 -0.3 -1.2 -0.4 0.163
H -0.9887 0.1574 1.9800 -0.9 -2.1 2.5 0.090
H 1.9552 0.4641 -0.4219 1.0 -0.3 -0.4 0.108
H 2.5627 -0.8644 0.9156 -0.1 0.6 -1.4 0.156
H -0.7709 -2.1252 1.1689 -3.3 -0.8 -0.9 0.088
H 0.7479 -2.8062 1.1400 0.8 -0.7 -0.4 0.113
H 0.2939 -1.5285 2.1522 0.9 1.3 1.4 0.089
H -0.0304 -2.3096 -1.5841 2.2 0.9 1.5 0.182
H 1.2020 -0.9693 -1.7605 -0.3 0.1 -1.2 0.049
H 1.9407 -2.2490 -1.0016 -2.2 -0.2 0.4 0.156
H 0.4359 2.3331 0.8530 -0.4 1.2 -1.5 0.088